Entry 1:
Here is C57H61Ge2N6O2RbS2Si as an isolated structure from the Open Molecules 2025 dataset. Energies are from ωB97M-V/def2-TZVPD.

Last column: Mulliken charge in e.
Atoms and positions in Å:
1 Rb -1.07314 0.28844 -1.40169  0.88
2 S 2.98582 -1.96545 1.54226  -0.18
3 C 1.98105 -3.31604 1.67728  1.24
4 C 2.63673 -4.56682 2.06212  -0.21
5 N 3.16242 -5.54253 2.37092  -0.64
6 C 0.61545 -3.38704 1.50019  -1.06
7 S -0.31645 -1.93880 1.07512  0.70
8 C -0.03961 -4.66053 1.54049  -0.37
9 N -0.56924 -5.68639 1.58553  -0.70
10 C -4.26479 2.09244 2.45945  -0.53
11 C -4.92213 0.88546 2.65897  -0.71
12 C -4.19764 -0.29905 2.73079  -0.63
13 C -2.80738 -0.27900 2.61652  0.17
14 C -2.15651 0.94003 2.41778  0.30
15 C -2.88283 2.11939 2.33325  -0.63
16 Ge -1.79804 -1.92222 2.75188  0.81
17 C -0.82108 -1.97220 4.43952  -0.21
18 C -0.02528 -3.07011 4.78676  0.20
19 C 0.73285 -3.05930 5.95126  -0.79
20 C 0.70227 -1.95272 6.79048  -0.50
21 C -0.09353 -0.86234 6.46715  -0.60
22 C -0.84964 -0.87128 5.29855  -0.29
23 C -3.00887 -3.41759 2.56363  0.38
24 C -3.59604 -3.64323 1.31567  -0.42
25 C -4.49849 -4.68462 1.14660  -0.74
26 C -4.81812 -5.50873 2.22120  -0.46
27 C -4.24267 -5.28742 3.46469  -0.64
28 C -3.34369 -4.24066 3.63541  -0.31
29 H -4.83296 3.01069 2.36308  0.36
30 H -6.00288 0.86214 2.73178  0.37
31 H -4.71779 -1.24271 2.85663  0.31
32 H -1.08029 0.96472 2.28672  0.27
33 H -2.37288 3.05568 2.13398  0.38
34 H 0.00397 -3.94446 4.14826  0.40
35 H 1.35498 -3.91246 6.19435  0.42
36 H 1.30274 -1.93959 7.69279  0.35
37 H -0.12142 0.00321 7.11959  0.40
38 H -1.46327 -0.01208 5.05376  0.32
39 H -3.33711 -3.01418 0.46760  0.43
40 H -4.93752 -4.85886 0.17086  0.42
41 H -5.51318 -6.32887 2.08541  0.34
42 H -4.48542 -5.93372 4.29989  0.36
43 H -2.88428 -4.07972 4.60512  0.35
44 C -1.95573 -6.17038 -1.92408  -1.33
45 C -2.30833 -4.73547 -2.14514  0.51
46 C -3.37372 -4.13649 -2.78201  -1.22
47 C -3.15545 -2.74438 -2.65397  0.67
48 N -2.03711 -2.50356 -1.99074  0.40
49 N -1.54365 -3.72198 -1.69296  0.06
50 C -3.98949 -1.60105 -3.15237  -1.13
51 H -2.77735 -6.80587 -2.25386  0.32
52 H -1.76126 -6.36725 -0.86880  0.31
53 H -1.06307 -6.44812 -2.48986  0.30
54 H -4.20025 -4.63374 -3.26740  0.38
55 H -0.70187 -3.78581 -1.14466  -0.04
56 H -4.86585 -1.96931 -3.68649  0.33
57 H -3.41348 -0.97183 -3.83360  0.24
58 H -4.32095 -0.96227 -2.32954  0.20
59 C -4.05525 2.62821 -3.59038  -0.90
60 Si -4.32887 2.63294 -1.71302  0.42
61 C -6.17137 2.23585 -1.49345  -1.08
62 C -4.17076 4.45614 -1.20194  -1.16
63 O -3.34737 1.66636 -0.93466  -0.44
64 H -4.60747 3.42322 -4.10899  0.36
65 H -4.36707 1.66709 -4.02001  0.22
66 H -2.98961 2.75897 -3.81584  0.10
67 H -6.81701 2.97655 -1.98341  0.33
68 H -6.43354 2.20167 -0.42758  0.24
69 H -6.40146 1.24996 -1.91830  0.26
70 H -4.87066 5.10484 -1.74479  0.41
71 H -3.15279 4.81533 -1.40353  0.28
72 H -4.35859 4.57666 -0.12655  0.22
73 C 2.55688 0.25992 4.23418  -0.27
74 C 3.71513 0.68799 3.34410  -1.10
75 N 4.04839 2.11254 3.47215  0.39
76 C 5.17247 2.41562 4.35606  -0.81
77 C 6.49755 2.43966 3.60614  -1.09
78 C 3.43606 3.16699 2.87437  0.40
79 O 3.86874 4.30433 3.05719  -0.76
80 C 2.18767 3.02421 2.00212  0.76
81 C 1.64032 4.24310 1.59377  -1.09
82 C 0.47876 4.27946 0.85038  -0.78
83 C -0.13152 3.08083 0.52006  -0.87
84 N 0.38747 1.90504 0.86383  0.47
85 C 1.51239 1.87421 1.58318  -0.04
86 H 2.33198 -0.79838 4.08046  0.02
87 H 1.65380 0.83260 4.01198  0.19
88 H 2.80715 0.41674 5.28757  0.48
89 H 3.54644 0.42286 2.30965  0.19
90 H 4.61246 0.13772 3.62461  0.36
91 H 5.18127 1.65049 5.13381  0.38
92 H 4.99422 3.37857 4.82406  0.44
93 H 6.66284 1.49782 3.07733  0.28
94 H 7.33138 2.59902 4.29450  0.40
95 H 6.48962 3.24825 2.87366  0.29
96 H 2.15141 5.14923 1.88456  0.43
97 H 0.04416 5.21937 0.53583  0.57
98 H -1.07418 3.04854 -0.02671  0.55
99 H 1.84051 0.87147 1.80738  0.30
100 C 1.13189 -0.62946 -5.61486  -1.57
101 Ge 1.11077 0.22453 -3.77980  0.60
102 C 0.99167 2.18672 -4.28382  -0.01
103 C 0.27039 2.66200 -5.38631  -0.23
104 C 0.06369 4.02352 -5.60118  -0.50
105 C 0.57785 4.95790 -4.71062  -0.49
106 C 1.29873 4.51473 -3.60451  -0.56
107 C 1.49463 3.15385 -3.39855  -0.42
108 C 3.10745 0.12721 -3.33010  -0.37
109 C 3.39896 -0.51393 -2.14547  -0.50
110 C 4.72382 -0.76488 -1.70429  -0.83
111 C 5.78292 -0.37184 -2.46526  -0.91
112 C 5.56268 0.30730 -3.69262  1.10
113 C 6.65461 0.73270 -4.49508  -0.86
114 C 6.45071 1.41536 -5.65974  -0.35
115 C 5.13115 1.71295 -6.07531  -1.07
116 C 4.06285 1.30244 -5.32781  -0.15
117 C 4.23061 0.57045 -4.11766  0.93
118 H 1.75113 -0.12426 -6.36431  0.36
119 H 0.10949 -0.70022 -6.00243  0.36
120 H 1.50442 -1.65224 -5.49771  0.40
121 H -0.14120 1.94963 -6.09804  0.28
122 H -0.50537 4.35631 -6.46318  0.37
123 H 0.41176 6.01695 -4.86939  0.34
124 H 1.70538 5.23331 -2.90070  0.39
125 H 2.06315 2.82842 -2.52953  0.41
126 H 2.58516 -0.86765 -1.51926  0.34
127 H 4.88076 -1.28297 -0.76413  0.42
128 H 6.80248 -0.56900 -2.14904  0.30
129 H 7.66219 0.51092 -4.15639  0.34
130 H 7.29415 1.73446 -6.26113  0.36
131 H 4.96792 2.27649 -6.98664  0.42
132 H 3.05511 1.55232 -5.63500  0.20

* E: -216375.583 eV
* total charge: -2
* 2S+1: 1



Entry 2:
Here is one molecule with the formula CH2N4O3 from the Open Molecules 2025 dataset. Energies are from ωB97M-V/def2-TZVPD.

Last column: Mulliken charge in e.
Atoms and positions in Å:
1 C -2.03345 -0.21765 -0.09538  0.36
2 N -2.99709 -0.43271 0.49173  -0.33
3 N -0.80235 0.04699 -0.63204  -0.26
4 N 0.16808 0.14093 0.36541  0.26
5 N 1.21242 -0.79084 0.03933  1.14
6 O 0.90638 -1.76568 -0.55107  -0.69
7 O 2.26089 -0.41258 0.44067  -0.88
8 O 0.61463 1.39798 0.59499  -0.33
9 H -0.97761 0.82676 -1.24768  0.29
10 H 1.64810 1.20679 0.59404  0.45

* E: -13160.863 eV
* total charge: 0
* 2S+1: 3



Entry 3:
Here is C30H44HgNO17S as an isolated structure from the Open Molecules 2025 dataset. Energies are from ωB97M-V/def2-TZVPD.

Last column: Mulliken charge in e.
Atoms and positions in Å:
1 Hg 2.70345 -0.01395 3.58129  1.03
2 C -0.10728 -0.18965 0.00983  -0.79
3 C 0.39950 0.34603 1.32883  0.62
4 O 1.75716 0.18883 1.52267  -0.03
5 H -0.09166 -1.28402 0.01832  0.08
6 H 0.47353 0.14116 -0.84759  0.40
7 H -1.18578 -0.02414 -0.00053  0.07
8 H -0.19824 -0.07431 2.14727  0.05
9 H 0.14929 1.41726 1.32574  -0.51
10 C -2.57044 -1.59695 -3.78714  -0.23
11 C -2.28233 -1.69116 -2.28970  1.39
12 O -3.05601 -2.73047 -1.68518  -0.19
13 S -3.91295 -3.54901 -2.89749  1.06
14 O -5.27155 -3.82911 -2.55949  -0.55
15 O -3.10277 -4.61598 -3.38817  -0.54
16 O -3.82073 -2.26501 -3.82693  -0.37
17 H -1.83385 -2.15258 -4.36801  0.30
18 H -2.54848 -0.55805 -4.10518  0.36
19 H -2.37609 -0.80750 -1.65709  -0.68
20 H -1.25611 -2.00334 -2.06664  -0.57
21 C 4.46688 -2.17983 -0.42001  -0.58
22 C 3.11833 -2.48667 -0.36101  -0.27
23 C 2.42601 -2.61026 -1.53510  -0.16
24 C 3.05066 -2.54410 -2.78170  -0.15
25 C 4.43867 -2.39015 -2.85540  -0.44
26 C 5.13160 -2.14100 -1.64392  -0.49
27 N 2.32374 -2.79029 -4.05000  1.04
28 O 2.90445 -2.71662 -5.09682  -0.59
29 O 1.13513 -3.05402 -3.91058  -0.61
30 H 4.93754 -1.91242 0.51790  0.44
31 H 2.72610 -2.80787 0.59503  0.40
32 H 1.36517 -2.81108 -1.45822  0.50
33 H 5.06956 -2.35545 -3.73067  0.45
34 H 6.21136 -2.18916 -1.61633  0.40
35 O -3.62076 1.61477 -2.61749  -0.60
36 C -3.08614 2.46298 -1.95632  0.56
37 O -3.35719 2.58586 -0.64889  -0.34
38 C -2.39705 3.47104 -0.02171  -0.28
39 C -1.32066 3.78806 -1.10989  0.00
40 C -2.16465 3.56669 -2.39649  -0.58
41 H -1.90300 3.03619 0.84453  0.11
42 H -2.80982 4.45086 0.21339  0.37
43 H -0.47975 3.09848 -1.04331  -0.22
44 H -1.00410 4.82467 -1.01619  0.44
45 H -1.55318 3.23159 -3.23131  0.30
46 H -2.74646 4.43916 -2.68991  0.31
47 O -4.08602 -3.74114 2.30639  -0.59
48 C -4.10683 -2.66379 1.77843  0.60
49 O -3.26917 -1.68837 2.25265  -0.37
50 C -3.90627 -0.40563 2.01957  -0.68
51 C -4.62072 -0.64513 0.70852  0.58
52 C -5.21049 -2.00914 0.91490  -0.59
53 H -3.21536 0.42041 2.17871  0.28
54 H -4.64273 -0.24763 2.81491  0.33
55 H -3.89369 -0.49107 -0.09294  -0.61
56 H -5.33867 0.13329 0.44219  0.51
57 H -5.32190 -2.72205 0.09685  0.17
58 H -6.10914 -2.12935 1.52063  0.32
59 O 1.58915 -2.09414 3.26966  -0.53
60 C 0.56473 -2.58524 3.71759  0.31
61 O 0.43822 -2.82648 5.03929  -0.35
62 C -0.88262 -3.24442 5.33186  -0.50
63 C -1.19594 -3.98511 4.06805  -0.54
64 C -0.53092 -3.18504 2.89212  0.53
65 H -1.60539 -2.43705 5.47503  0.25
66 H -0.94160 -3.90821 6.19160  0.35
67 H -2.27482 -4.07376 3.93170  0.28
68 H -0.78417 -4.99288 4.11994  0.35
69 H -1.21097 -2.44679 2.46511  -0.36
70 H -0.29360 -3.88159 2.09193  0.41
71 O 2.65634 5.94116 0.13483  -0.56
72 C 1.92502 5.42528 0.92361  0.20
73 O 1.05078 6.14521 1.65562  -0.35
74 C 0.40745 5.33692 2.62043  -0.58
75 C 1.09687 3.96561 2.56649  -0.41
76 C 1.93055 3.91775 1.30894  0.68
77 H -0.66924 5.46695 2.46724  0.28
78 H 0.46198 5.69118 3.65334  0.30
79 H 0.42555 3.15935 2.86445  0.28
80 H 1.77410 4.08577 3.41692  0.33
81 H 1.51484 3.30553 0.50896  -0.34
82 H 2.96149 3.62886 1.49358  0.18
83 O 6.59918 1.03771 -0.86187  -0.61
84 C 5.55461 1.34249 -1.37894  0.30
85 O 5.30873 1.19326 -2.65954  -0.38
86 C 4.00913 1.56356 -3.13753  -0.45
87 C 3.29067 1.93100 -1.80524  0.40
88 C 4.27348 1.74493 -0.67415  0.27
89 H 3.59251 0.69500 -3.64238  0.27
90 H 4.23493 2.37870 -3.82232  0.25
91 H 2.43893 1.25158 -1.71144  -0.53
92 H 2.80306 2.90600 -1.83864  0.44
93 H 4.12110 0.85630 -0.05547  -0.32
94 H 4.35570 2.59073 0.00403  0.33

* E: -83116.213 eV
* total charge: +1
* 2S+1: 1



Question: Number 2 is which compound?
Answer: CH2N4O3